The following is a quantum chemistry calculation of a molecular structure, C3H4F2S, from the Open Molecules 2025 dataset.

Element x y z (Å)
C -0.6473 0.0156 0.0671
C 0.2158 -1.1802 -0.1349
C 0.2426 1.1599 -0.3821
H 0.0627 -1.8255 0.6499
H -0.1457 -1.6364 -1.0830
H 0.1395 2.1298 0.1897
H 0.1908 1.4493 -1.3894
F -1.6337 -0.1156 -0.8814
F -1.1700 0.1606 1.2668
S 1.6325 -0.0309 0.0540

Properties
LUMO energy, eV: 0.863
E_HOMO, eV: -9.325
Multiplicity: 1
Charge: 0
Frontier orbital gap, eV: 10.2

Here are the natural (NBO) charges for atoms 1 to 5, given in e: 0.666, -0.568, -0.540, 0.225, 0.242

---

The following is a quantum chemistry calculation of C3H4F2S in the gas phase, from the Open Molecules 2025 dataset.

Element x y z (Å)
C -1.2170 0.0306 0.7512
C 0.6155 -0.2647 -0.9547
C 0.1992 0.5293 0.2471
F 0.3795 1.7993 0.0504
F 1.0851 0.2132 1.3162
S -1.5424 -1.5627 0.9548
H -1.9110 0.7724 1.1571
H 0.7356 -1.2657 -0.5116
H 1.6296 0.0183 -1.1065
H 0.0260 -0.2700 -1.9040

Properties
LUMO energy (spin up / spin down), eV: -0.966 / -0.966
E_HOMO (spin up / spin down), eV: -9.326 / -9.326
Multiplicity: 1
Charge: 0
Frontier orbital gap (spin up / spin down), eV: 8.4 / 8.4
SMILES string: CC(F)(F)C=S

Here are the natural (NBO) charges for atoms 1 to 5, given in e: -0.322, -0.694, 0.638, -0.310, -0.365

---

The following is a quantum chemistry calculation of C3H4F2S2 in the gas phase, from the Open Molecules 2025 dataset.

Element x y z (Å)
C 1.1061 0.1278 -0.0819
C -0.2903 0.0398 -0.6966
C -1.3669 0.2354 0.3643
H 2.9839 -1.0508 0.6570
H -0.4654 -0.9245 -1.1979
H -0.4259 0.8113 -1.4779
H -1.2894 1.2030 0.9321
F -1.2758 -0.7568 1.2761
F -2.5791 0.1736 -0.2430
S 1.8673 -1.4150 0.0694
S 1.7356 1.5563 0.3984

Properties
LUMO energy, eV: -0.550
E_HOMO, eV: -9.075
Multiplicity: 1
Charge: 0
Frontier orbital gap, eV: 8.5
SMILES string: FC(F)CC(=S)S

Here are the natural (NBO) charges for atoms 1 to 5, given in e: -0.296, -0.550, 0.579, 0.140, 0.236

---

The following is a quantum chemistry calculation of C3H4FI in the gas phase, from the Open Molecules 2025 dataset.

Element x y z (Å)
C -0.3616 0.1594 0.6565
C 0.4301 0.1892 -0.6376
C -0.2023 1.4235 -0.0738
F -3.1531 3.1186 -1.7933
I -1.2864 3.0045 -0.7115
H -1.3457 -0.0690 0.5510
H -0.0604 -0.1994 1.5945
H 1.5307 0.3212 -0.4380
H 0.1457 -0.4306 -1.3640

Properties
LUMO energy (spin up / spin down), eV: -1.315 / -1.314
E_HOMO (spin up / spin down), eV: -9.366 / -9.366
Multiplicity: 1
Charge: 0
Frontier orbital gap (spin up / spin down), eV: 8.1 / 8.1

Here are the natural (NBO) charges for atoms 1 to 5, given in e: -0.493, -0.464, -0.188, -0.716, 0.917

---

The following is a quantum chemistry calculation of 2 unconnected molecules or ions with the total composition C3H4FI, from the Open Molecules 2025 dataset.

Element x y z (Å)
C 1.3289 0.1172 1.4888
C -0.2316 0.2072 -1.4124
C -1.4773 0.0849 -1.6405
F 0.4050 0.7981 2.0952
I 0.4944 -1.8454 0.8473
H 2.1161 -0.1436 2.1030
H 1.5393 0.7356 0.3490
H -2.0702 -0.8326 -1.9254
H -2.1047 0.8787 -1.9049

Properties
LUMO energy (spin up / spin down), eV: 0.164 / -2.526
E_HOMO (spin up / spin down), eV: -7.883 / -9.569
Multiplicity: 3
Charge: 0
Expectation value of S²: 2.029
Frontier orbital gap (spin up / spin down), eV: 8.0 / 7.0

Here are the natural (NBO) charges for atoms 1 to 5, given in e: -0.003, 0.182, -0.660, -0.333, 0.045

---

The following is a quantum chemistry calculation of a molecular structure, C3H4FN, from the Open Molecules 2025 dataset.

Element x y z (Å)
C -1.3183 -0.0063 -0.0469
C 0.5077 0.4109 0.5389
C -0.0658 0.0034 -0.8527
N -0.8019 0.1785 1.1092
F 0.1925 0.8165 -1.9157
H -2.3455 -0.2093 -0.3051
H 1.3126 -0.2443 0.7899
H 0.8310 1.3837 0.6118
H 0.2940 -0.9707 -0.9053

Properties
LUMO energy, eV: 0.958
E_HOMO, eV: -10.311
Multiplicity: 1
Charge: 0
Frontier orbital gap, eV: 11.3

Here are the natural (NBO) charges for atoms 1 to 5, given in e: 0.055, -0.262, 0.132, -0.339, -0.331

---

The following is a quantum chemistry calculation of C3H4FN3 in the gas phase, from the Open Molecules 2025 dataset.

Element x y z (Å)
C 0.8447 1.3567 -0.0168
C 1.1606 0.0631 0.0015
C -0.5140 -0.6312 -0.0470
N -1.2595 0.4026 -0.0776
N -0.5162 1.5476 -0.1214
N -0.7705 -1.9502 -0.1451
F 2.3015 -0.6193 0.0325
H 1.4899 2.2118 -0.0067
H -0.9843 2.4089 0.1112
H -0.0401 -2.5578 0.1877
H -1.7121 -2.2322 0.0816

Properties
LUMO energy, eV: 1.068
E_HOMO, eV: -7.927
Multiplicity: 1
Charge: 0
Frontier orbital gap, eV: 9.0
SMILES string: Nc1n[nH]cc1F

Here are the natural (NBO) charges for atoms 1 to 5, given in e: -0.160, 0.267, 0.343, -0.344, -0.389

---

The following is a quantum chemistry calculation of C3H4FN3O in the gas phase, from the Open Molecules 2025 dataset.

Element x y z (Å)
C 1.1038 1.0647 -0.0835
C -0.3425 0.1167 1.3286
C -0.4619 -0.6721 -1.2856
N 1.2464 1.7092 1.0058
N 0.4818 1.1028 1.8959
N 0.0486 0.2250 -0.0199
O -1.1170 -0.7136 1.7866
F 0.2148 -1.8394 -1.4474
H 1.5426 1.3298 -1.0036
H 0.1080 -0.0956 -2.1395
H -1.5277 -0.9743 -1.3295
H 0.5066 1.4471 2.7816

Properties
LUMO energy, eV: 0.802
E_HOMO, eV: -8.964
Multiplicity: 1
Charge: 0
Frontier orbital gap, eV: 9.8
SMILES string: O=c1[nH]ncn1CF

Here are the natural (NBO) charges for atoms 1 to 5, given in e: 0.163, 0.723, 0.224, -0.258, -0.423

---

The following is a quantum chemistry calculation of 2 unconnected molecules or ions with the total composition C3H4FNO, from the Open Molecules 2025 dataset.

Element x y z (Å)
C 0.4145 0.6164 -0.8403
C 1.3854 -0.2862 -1.1560
C -0.0526 -0.3402 0.0831
N -1.0437 -0.4498 0.9425
O 0.8882 -1.2637 -0.2332
F 1.1029 0.6584 1.7674
H 0.0678 1.5260 -1.2164
H 2.3841 -0.4509 -1.5248
H -1.5049 0.3354 1.3595
H -1.0644 -1.0912 1.7022

Properties
LUMO energy, eV: -0.834
E_HOMO, eV: -8.908
Multiplicity: 1
Charge: 0
Frontier orbital gap, eV: 8.1

Here are the natural (NBO) charges for atoms 1 to 5, given in e: -0.326, 0.237, 0.761, -0.705, -0.474

---

The following is a quantum chemistry calculation of C3H4FNOS2 in the gas phase, from the Open Molecules 2025 dataset.

Element x y z (Å)
C -0.1607 0.2406 -0.1788
C -1.4698 0.9931 -0.5064
C 0.0368 -1.3693 -0.3206
H 2.7340 1.6450 0.8330
H -2.1488 0.0272 -0.4495
H -1.7123 1.4574 0.5291
H 0.3172 -1.5093 1.6728
N 0.7850 0.8474 0.3746
O 0.7776 -1.9318 0.6831
F -1.4396 1.7058 -1.7675
S 2.4755 0.1954 0.8331
S -0.1950 -2.3015 -1.7029

Properties
LUMO energy, eV: -0.915
E_HOMO, eV: -9.133
Multiplicity: 1
Charge: 0
Frontier orbital gap, eV: 8.2
SMILES string: OC(=S)/C(CF)=N\S

Here are the natural (NBO) charges for atoms 1 to 5, given in e: 0.128, -0.003, 0.146, 0.162, 0.189

---

The following is a quantum chemistry calculation of a molecular structure, C3H4FeLiO3, from the Open Molecules 2025 dataset.

Element x y z (Å)
H -2.6068 -1.3106 0.9004
C -1.9003 -0.9814 0.1104
C -0.7894 -1.9792 0.0846
O 0.3865 -1.5817 0.1234
C 1.9246 1.1579 -0.6278
O 3.0910 0.9437 -0.0520
Fe 0.4213 0.3787 0.6590
O -1.4459 0.3117 0.3144
H -2.4453 -1.1169 -0.8468
H -0.9980 -2.9531 -0.3923
H 3.7736 1.5519 -0.3776
Li -2.5343 1.7325 0.1910

Properties
LUMO energy (spin up / spin down), eV: -9.217 / -9.723
E_HOMO (spin up / spin down), eV: -17.841 / -19.098
Multiplicity: 6
Charge: +2
Expectation value of S²: 8.763
Frontier orbital gap (spin up / spin down), eV: 8.6 / 9.4

Here are the natural (NBO) charges for atoms 1 to 5, given in e: 0.246, -0.211, 0.462, -0.628, 0.249

---

The following is a quantum chemistry calculation of a molecular structure, C3H4HgO3, from the Open Molecules 2025 dataset.

Element x y z (Å)
H -1.2976 0.0753 -2.6440
H 1.0725 2.5798 1.0278
C 0.5530 1.7895 0.4689
C 0.9040 0.5111 0.7147
O -0.0537 -0.4412 0.2888
C 0.1282 -1.7226 0.5724
O -0.6757 -2.3633 -0.2316
Hg -1.3943 0.6225 -1.0461
O -0.4813 2.1205 -0.2670
H 1.7126 0.1342 1.3320
H -0.4678 -3.3057 -0.2160

Properties
LUMO energy, eV: -0.118
E_HOMO, eV: -8.441
Multiplicity: 1
Charge: 0
Frontier orbital gap, eV: 8.3

Here are the natural (NBO) charges for atoms 1 to 5, given in e: -0.400, 0.180, 0.150, -0.102, -0.634

---

Result set for maximum force: 3.127, 3.293, 1.317, 5.432, 6.306, 2.648, 6.388, 4.644, 3.744, 5.616, 4.309, 6.042 eV/Å, one per record in the order listed.